Below is 8 unconnected molecules or ions with the total composition C26H73N5O8 at a distorted geometry, with properties calculated with ωB97M-V with the def2-TZVPD basis set.

Element x y z (Å)
C 3.438 5.623 2.012
O 1.992 5.357 1.962
C 1.570 4.460 2.961
C 0.038 4.239 2.964
C -0.174 2.828 3.561
N -0.526 4.174 1.651
H 3.491 6.533 2.610
H 3.841 5.904 1.040
H 4.024 4.806 2.434
H 2.193 3.572 2.847
H 1.828 4.888 3.929
H -0.463 4.958 3.612
H 0.254 2.832 4.563
H 0.369 2.016 3.078
H -1.230 2.558 3.607
H 0.215 4.040 0.977
H -1.030 3.307 1.531
C 3.328 3.033 -0.510
O 4.619 2.867 -1.104
C 5.616 3.716 -0.474
C 7.120 3.432 -0.844
C 7.484 2.004 -0.455
N 8.018 4.306 -0.094
H 2.968 4.061 -0.464
H 3.351 2.571 0.477
H 2.687 2.388 -1.111
H 5.503 4.746 -0.813
H 5.449 3.654 0.601
H 7.291 3.524 -1.917
H 8.517 1.743 -0.684
H 6.831 1.370 -1.054
H 7.380 1.732 0.596
H 8.920 3.978 -0.408
H 8.016 5.277 -0.371
C -6.462 -5.889 0.279
O -6.235 -4.514 0.119
C -5.713 -3.819 1.239
C -5.079 -2.442 0.785
C -4.018 -2.528 -0.363
N -4.537 -1.649 1.842
H -7.296 -6.057 0.961
H -5.542 -6.385 0.588
H -6.801 -6.278 -0.681
H -6.540 -3.732 1.943
H -4.973 -4.481 1.689
H -5.942 -1.909 0.386
H -3.107 -2.969 0.044
H -3.721 -1.531 -0.688
H -4.383 -3.120 -1.202
H -3.811 -2.129 2.354
H -5.135 -1.573 2.652
C 3.813 -3.323 -0.513
O 3.692 -4.096 -1.771
C 2.635 -5.043 -1.660
C 2.042 -5.299 -3.091
C 1.258 -4.056 -3.568
N 1.182 -6.403 -3.064
H 2.869 -2.820 -0.304
H 4.574 -2.542 -0.526
H 4.020 -4.032 0.289
H 3.060 -5.928 -1.187
H 1.840 -4.734 -0.981
H 2.797 -5.513 -3.847
H 1.848 -3.140 -3.538
H 0.421 -3.942 -2.880
H 0.923 -4.187 -4.597
H 0.843 -6.568 -4.001
H 1.745 -7.229 -2.917
C -7.035 4.012 0.310
O -5.673 4.347 0.118
C -4.862 3.277 -0.331
C -4.864 2.106 0.718
C -4.299 2.420 2.069
N -4.083 0.932 0.308
H -7.208 3.275 1.094
H -7.488 3.674 -0.622
H -7.538 4.898 0.698
H -5.237 2.981 -1.310
H -3.825 3.609 -0.375
H -5.904 1.787 0.786
H -4.443 1.580 2.748
H -4.809 3.306 2.447
H -3.233 2.646 2.039
H -4.363 0.797 -0.653
H -4.278 0.079 0.813
C 1.960 0.835 -5.367
C 0.757 0.163 -4.716
O -0.356 0.187 -5.613
H 1.739 1.850 -5.698
H 2.308 0.286 -6.242
H 2.775 0.881 -4.645
H 0.483 0.604 -3.757
H 1.080 -0.869 -4.576
H -0.160 -0.586 -6.148
C 1.204 -3.224 2.424
C 0.873 -4.579 2.955
O -0.512 -4.690 3.202
H 0.947 -2.422 3.116
H 0.710 -3.089 1.462
H 2.282 -3.114 2.304
H 1.383 -4.802 3.892
H 1.212 -5.333 2.246
H -0.674 -5.622 3.369
C 0.780 0.060 -0.309
C -0.634 -0.052 0.223
O -1.232 1.160 0.492
H 1.174 -0.945 -0.156
H 1.314 0.734 0.360
H 0.765 0.292 -1.374
H -0.739 -0.663 1.120
H -1.304 -0.559 -0.471
H -2.190 1.134 0.551

- ΔE to the lowest compared entry with this formula, charge and spin: 51.5 kcal per mole
- HOMO energy: -8.5 eV
- LUMO: 0.0186 Ha
- Multiplicity: 1
- Total energy: -1909.8961 hartree
- SMILES string: COC[C@H](C)N.COC[C@H](C)N.COC[C@H](C)N.COC[C@H](C)N.COC[C@H](C)N.CCO.CCO.CCO

Löwdin atomic charge list, values in e, 99 entries:
1. C -0.07
2. O -0.21
3. C -0.22
4. C -0.41
5. C -0.08
6. N 0.05
7. H 0.08
8. H 0.07
9. H 0.08
10. H 0.11
11. H 0.12
12. H 0.13
13. H 0.07
14. H 0.07
15. H 0.07
16. H 0.06
17. H 0.02
18. C -0.10
19. O -0.20
20. C -0.17
21. C -0.43
22. C -0.08
23. N 0.02
24. H 0.08
25. H 0.08
26. H 0.08
27. H 0.11
28. H 0.11
29. H 0.13
30. H 0.07
31. H 0.07
32. H 0.08
33. H 0.06
34. H 0.07
35. C -0.11
36. O -0.21
37. C -0.18
38. C -0.41
39. C -0.03
40. N 0.02
41. H 0.08
42. H 0.09
43. H 0.09
44. H 0.12
45. H 0.11
46. H 0.13
47. H 0.08
48. H 0.05
49. H 0.08
50. H 0.09
51. H 0.09
52. C -0.06
53. O -0.19
54. C -0.20
55. C -0.46
56. C -0.06
57. N 0.02
58. H 0.06
59. H 0.08
60. H 0.08
61. H 0.12
62. H 0.11
63. H 0.13
64. H 0.06
65. H 0.08
66. H 0.07
67. H 0.08
68. H 0.08
69. C -0.11
70. O -0.18
71. C -0.16
72. C -0.42
73. C -0.05
74. N 0.03
75. H 0.07
76. H 0.09
77. H 0.09
78. H 0.12
79. H 0.13
80. H 0.11
81. H 0.08
82. H 0.08
83. H 0.06
84. H 0.08
85. H 0.03
86. C -0.09
87. C -0.31
88. O -0.08
89. H 0.07
90. H 0.07
91. H 0.07
92. H 0.10
93. H 0.09
94. H 0.07
95. C -0.09
96. C -0.35
97. O -0.07
98. H 0.08
99. H 0.07